Record 1
A structure of composition C5H6O. Source: OMol25; level of theory: ωB97M-V with the def2-TZVPD basis set.

Geometry (Å):
C1 1.030 -0.369 -0.118
C2 0.381 1.019 0.002
C3 -1.081 0.605 -0.104
O1 -1.194 -0.718 -0.745
C4 -0.212 -1.170 0.252
C5 -1.303 -0.406 0.972
H1 1.871 -0.530 0.560
H2 1.341 -0.617 -1.141
H3 0.731 1.827 -0.640
H4 -1.865 1.275 -0.454
H5 -0.187 -2.251 0.366
H6 0.487 1.334 1.050

Summary:
- Total charge: 0
- Energy relative to the best compared isomer or geometry (same formula, charge and spin): 4.470 eV


Record 2
An isolated molecule of C5H6O. Source: OMol25; level of theory: ωB97M-V with the def2-TZVPD basis set.

Geometry (Å):
C1 0.022 -1.316 -0.800
C2 1.096 -0.789 0.140
O1 1.138 0.637 -0.089
C3 0.592 1.178 1.002
C4 -0.520 1.982 0.635
C5 -1.703 2.239 0.547
H1 -0.837 -0.632 -0.800
H2 -0.320 -2.301 -0.473
H3 0.389 -1.384 -1.829
H4 2.080 -1.240 0.007
H5 0.793 -0.877 1.188
H6 -2.730 2.503 0.471

Summary:
- Total charge: 0
- Energy relative to the best compared isomer or geometry (same formula, charge and spin): 5.193 eV


Number 1: E_HOMO -8.59 eV. Number 2: E_HOMO -8.45 eV.